{
  "formula": "C32H26BF5N5O5RhS3",
  "method": "the ωB97M-V functional and the def2-TZVPD basis",
  "symbols": ["Rh", "F", "C", "C", "F", "C", "F", "C", "S", "C", "F", "C", "F", "O", "S", "O", "O", "C", "N", "C", "C", "C", "N", "C", "C", "C", "N", "C", "C", "H", "H", "H", "H", "H", "H", "N", "C", "S", "N", "C", "C", "C", "C", "C", "C", "H", "H", "H", "H", "H", "H", "H", "H", "C", "C", "C", "C", "C", "C", "C", "C", "O", "B", "O", "C", "C", "H", "H", "H", "H", "H", "H", "H", "H", "H", "H", "H", "H"],
  "xyz": [[-0.038, -0.413, -0.150], [-4.425, -5.473, -1.960], [-3.377, -4.647, -1.922], [-2.454, -4.644, -2.970], [-2.651, -5.443, -4.019], [-1.330, -3.839, -2.902], [-0.439, -3.876, -3.896], [-1.091, -3.000, -1.802], [0.417, -2.162, -1.637], [-2.069, -2.979, -0.802], [-1.881, -2.120, 0.241], [-3.181, -3.801, -0.832], [-4.045, -3.811, 0.186], [-6.955, 6.811, -1.829], [-6.032, 6.343, -0.830], [-6.266, 5.021, -0.317], [-5.500, 7.309, 0.101], [-4.444, 6.149, -1.855], [-4.146, 7.144, -2.624], [-2.977, 6.965, -3.286], [-2.214, 5.837, -3.126], [-2.658, 4.822, -2.236], [-3.846, 5.058, -1.594], [-2.009, 3.603, -1.921], [-0.799, 3.166, -2.519], [-0.257, 1.965, -2.160], [-0.830, 1.151, -1.250], [-1.971, 1.557, -0.648], [-2.579, 2.740, -0.945], [-2.701, 7.772, -3.950], [-1.294, 5.726, -3.675], [-0.312, 3.770, -3.269], [0.661, 1.608, -2.604], [-2.392, 0.873, 0.089], [-3.492, 3.036, -0.455], [0.522, -2.707, 2.411], [1.101, -1.497, 2.543], [0.138, -0.133, 2.218], [2.357, -1.472, 3.013], [3.232, -0.387, 3.171], [2.791, 0.889, 3.501], [3.701, 1.922, 3.617], [5.051, 1.691, 3.422], [5.498, 0.410, 3.143], [4.597, -0.629, 3.030], [-0.437, -2.751, 2.105], [1.044, -3.564, 2.482], [2.829, -2.370, 3.027], [1.746, 1.070, 3.674], [3.352, 2.910, 3.877], [5.754, 2.503, 3.499], [6.551, 0.219, 3.005], [4.953, -1.626, 2.817], [7.140, 1.612, -3.672], [7.331, 0.389, -2.774], [8.495, 0.673, -1.814], [7.662, -0.816, -3.667], [6.098, 0.061, -1.951], [6.177, -1.004, -1.052], [5.115, -1.403, -0.263], [3.949, -0.681, -0.382], [2.742, -0.868, 0.223], [1.892, 0.060, -0.362], [2.561, 0.849, -1.259], [3.844, 0.376, -1.286], [4.901, 0.759, -2.083], [8.068, 1.809, -4.204], [6.896, 2.493, -3.085], [6.361, 1.442, -4.410], [9.380, 0.962, -2.374], [8.746, -0.201, -1.219], [8.233, 1.484, -1.138], [8.538, -0.604, -4.274], [6.825, -1.032, -4.327], [7.864, -1.703, -3.075], [7.095, -1.564, -0.981], [5.184, -2.255, 0.392], [4.768, 1.558, -2.790]],
  "forces_ev_per_a": [[0.70, -0.51, -1.45], [0.33, 0.37, 0.03], [0.16, -0.03, -0.10], [-0.23, -0.16, 0.12], [0.05, 0.17, 0.23], [0.16, 0.30, 0.24], [-0.23, -0.11, 0.14], [-0.86, -0.40, 0.08], [0.27, 1.18, 0.09], [0.39, -0.09, -0.56], [-0.45, -0.41, -0.02], [-0.12, -0.02, 0.14], [0.09, 0.06, -0.21], [-0.85, 0.32, 0.03], [2.33, 0.05, -1.72], [-0.43, -0.53, 0.49], [-0.47, 0.50, 0.81], [-4.70, 0.85, 2.41], [2.41, 0.95, -2.18], [-1.61, 0.72, 0.61], [0.67, -1.83, 0.58], [-2.27, 3.73, -0.60], [3.69, -3.26, -0.54], [1.40, -2.50, 0.65], [-1.24, 0.69, 0.27], [0.26, -0.98, 0.22], [0.23, 0.13, 0.76], [0.30, -0.39, -0.24], [0.10, 0.80, -0.69], [0.22, -0.03, -0.10], [0.19, 0.04, -0.13], [0.08, -0.03, -0.02], [0.01, -0.01, 0.07], [0.03, 0.17, -0.07], [-0.16, 0.09, 0.02], [0.38, 0.30, -0.09], [0.22, -0.79, 0.30], [-0.51, 0.92, 0.57], [-0.71, -0.77, -0.32], [0.54, 0.79, 0.13], [-0.12, -0.13, 0.08], [0.12, -0.04, 0.00], [0.09, 0.06, -0.02], [0.04, 0.08, 0.04], [-0.31, -0.05, -0.06], [0.06, 0.06, -0.02], [0.02, -0.08, 0.06], [-0.15, 0.12, 0.15], [0.00, 0.07, 0.06], [-0.05, 0.08, 0.00], [0.11, 0.10, 0.03], [0.09, -0.03, 0.00], [0.02, -0.16, -0.06], [0.01, -0.20, 0.18], [0.20, 0.03, -0.12], [-0.09, 0.00, -0.15], [-0.01, 0.15, 0.10], [0.00, -0.05, 0.02], [-0.01, -0.01, -0.04], [-0.37, 0.09, 0.11], [0.58, 0.56, -0.78], [-0.20, -0.21, 0.42], [-0.79, -0.82, -0.12], [-0.53, 0.73, -0.26], [0.82, -0.85, 0.45], [-0.34, 0.07, 0.13], [0.07, 0.04, -0.08], [-0.07, 0.17, 0.04], [-0.12, 0.04, -0.11], [0.14, 0.04, -0.07], [0.05, -0.07, 0.08], [0.02, 0.09, 0.08], [0.13, 0.01, -0.10], [-0.06, -0.05, -0.10], [0.04, -0.14, 0.05], [0.13, -0.06, 0.02], [0.04, -0.13, 0.12], [0.06, 0.18, -0.12]],
  "mulliken_charge": [0.082, -0.272, 0.565, 0.216, -0.272, 0.018, -0.283, 0.894, -0.458, -0.203, -0.340, -0.140, -0.287, -0.666, 1.140, -0.650, -0.674, 0.202, -0.483, -0.561, -0.408, 0.165, -0.263, 1.385, -0.988, -0.402, -0.242, -0.035, -1.122, 0.427, 0.333, 0.330, 0.640, 0.598, 0.653, -0.378, 0.681, -0.574, -0.142, 0.812, -0.366, -0.833, -0.563, -0.582, -0.410, 0.172, 0.182, 0.259, 0.514, 0.429, 0.423, 0.410, 0.248, -2.095, 1.981, -1.620, -1.614, 0.670, -0.615, -1.886, 0.829, -0.444, 1.256, -0.081, 0.497, -1.188, 0.434, 0.428, 0.390, 0.459, 0.323, 0.376, 0.455, 0.384, 0.329, 0.407, 0.535, 0.604],
  "gap_ev": [4.136, 4.313],
  "total_charge": 0,
  "e_lumo_ev": [-3.0, -2.8]
}

***

{
  "formula": "C32H26IrN5O5SSe",
  "method": "the ωB97M-V functional and the def2-TZVPD basis",
  "symbols": ["Ir", "C", "C", "C", "C", "N", "C", "N", "C", "N", "C", "N", "C", "C", "C", "C", "C", "N", "C", "C", "C", "C", "C", "C", "H", "H", "H", "H", "H", "H", "H", "H", "H", "H", "H", "H", "O", "Se", "O", "O", "O", "O", "S", "C", "C", "C", "C", "C", "C", "C", "C", "C", "C", "C", "C", "C", "C", "H", "H", "H", "H", "H", "H", "H", "H", "H", "H", "H", "H", "H", "H"],
  "xyz": [[-1.570, -0.837, -0.110], [-4.399, 1.663, 1.670], [-4.174, 2.905, 1.084], [-3.541, 2.969, -0.135], [-3.092, 1.789, -0.751], [-3.258, 0.594, -0.130], [-3.917, 0.539, 1.029], [-2.592, 1.886, -2.005], [-2.010, 0.949, -2.666], [-1.459, -0.199, -2.150], [-1.034, -0.984, -3.179], [-0.617, -2.225, -3.084], [-0.259, -2.859, -2.002], [-0.182, -4.298, -2.042], [0.130, -4.987, -0.942], [0.435, -4.291, 0.345], [0.616, -2.814, 0.142], [0.142, -2.168, -0.869], [-1.258, -0.291, -4.438], [-1.039, -0.661, -5.754], [-1.436, 0.225, -6.747], [-2.017, 1.448, -6.429], [-2.229, 1.827, -5.107], [-1.846, 0.942, -4.119], [-4.933, 1.570, 2.603], [-4.499, 3.807, 1.582], [-3.388, 3.898, -0.663], [-4.060, -0.445, 1.460], [-0.446, -4.779, -2.972], [0.119, -6.067, -0.919], [1.313, -4.727, 0.834], [1.091, -2.243, 0.932], [-0.595, -1.615, -5.999], [-1.300, -0.042, -7.785], [-2.318, 2.110, -7.229], [-2.683, 2.775, -4.859], [-3.021, -4.058, 2.305], [-1.990, -3.390, 1.358], [-0.623, -4.508, 1.300], [-1.357, -1.992, 1.899], [-2.447, -3.072, -0.149], [-0.981, 0.883, 1.324], [0.187, 1.389, 2.126], [1.630, 1.047, 1.020], [2.335, 2.344, 0.747], [1.594, 3.431, 0.285], [2.207, 4.646, 0.041], [3.572, 4.783, 0.249], [4.313, 3.711, 0.719], [3.697, 2.495, 0.975], [0.381, 0.213, 3.560], [1.674, -0.520, 3.664], [2.866, 0.165, 3.905], [4.054, -0.529, 4.043], [4.069, -1.913, 3.938], [2.891, -2.601, 3.688], [1.698, -1.908, 3.552], [1.149, 0.645, 0.123], [2.290, 0.300, 1.453], [0.531, 3.310, 0.115], [1.622, 5.484, -0.308], [4.058, 5.726, 0.045], [5.375, 3.824, 0.887], [4.275, 1.658, 1.343], [-0.466, -0.466, 3.461], [0.239, 0.861, 4.425], [2.852, 1.245, 3.989], [4.970, 0.009, 4.240], [4.994, -2.457, 4.064], [2.901, -3.680, 3.617], [0.765, -2.437, 3.402]],
  "forces_ev_per_a": [[0.69, 1.22, -2.99], [-0.03, 0.08, -0.15], [0.00, -0.20, 0.23], [0.11, -0.41, -0.40], [-0.39, -0.12, 1.43], [1.01, -0.73, 0.63], [-0.39, 0.26, 0.31], [0.50, -0.39, -1.79], [-0.63, 1.51, 0.88], [0.23, -2.40, 1.18], [-0.61, 1.86, 1.44], [0.18, -1.73, 0.45], [-0.36, 0.51, -1.06], [0.18, -0.57, 0.21], [-0.18, 0.17, -0.13], [0.19, -0.19, -0.23], [-0.11, 0.21, -0.16], [0.21, 0.57, 1.24], [-0.02, 0.65, -0.46], [0.01, -0.16, 0.27], [-0.03, 0.10, -0.01], [0.06, -0.08, -0.05], [0.00, -0.02, 0.25], [0.29, -0.40, -0.61], [0.01, -0.04, 0.04], [-0.05, 0.06, -0.02], [-0.01, 0.04, -0.02], [0.10, 0.01, -0.03], [0.03, 0.02, -0.04], [-0.03, -0.06, -0.05], [-0.02, 0.14, -0.14], [-0.18, 0.08, 0.14], [0.01, -0.06, -0.01], [0.03, -0.01, -0.04], [0.00, 0.05, -0.01], [-0.05, 0.03, 0.03], [-0.99, -1.04, 1.16], [-0.14, -0.17, -0.10], [0.16, -0.01, 0.08], [0.33, 1.32, -0.19], [-0.23, -0.34, -1.22], [-0.56, 0.19, -0.12], [0.72, -0.32, 0.05], [-0.14, 0.15, 0.30], [0.01, 0.14, -0.04], [0.11, -0.12, -0.04], [-0.02, -0.01, -0.02], [0.04, 0.02, 0.02], [0.05, 0.06, -0.03], [-0.11, -0.10, -0.02], [0.05, 0.30, -0.24], [0.15, -0.14, 0.05], [-0.18, -0.11, 0.05], [0.05, 0.03, -0.03], [-0.01, -0.06, -0.04], [0.09, -0.02, -0.01], [-0.08, 0.13, 0.02], [-0.07, -0.01, 0.07], [0.01, -0.02, 0.00], [-0.08, 0.07, -0.03], [-0.01, 0.04, -0.05], [0.02, 0.06, 0.02], [0.04, -0.01, 0.01], [0.03, -0.04, 0.03], [-0.05, 0.06, -0.05], [-0.09, -0.02, 0.00], [0.04, 0.06, 0.05], [0.06, 0.02, 0.02], [0.07, -0.02, -0.01], [-0.01, -0.05, 0.04], [-0.02, -0.04, -0.03]],
  "mulliken_spin": [0.861, 0.000, 0.000, 0.004, -0.009, 0.020, 0.002, 0.008, -0.007, 0.010, -0.012, 0.004, 0.000, 0.003, -0.002, -0.001, 0.006, 0.005, 0.001, -0.003, 0.001, -0.003, 0.004, 0.001, 0.000, 0.000, 0.000, 0.003, 0.000, 0.000, 0.000, -0.015, 0.000, 0.000, 0.000, 0.000, 0.008, 0.011, -0.002, 0.019, 0.041, 0.012, 0.018, 0.003, 0.001, -0.001, 0.000, 0.000, 0.000, 0.001, -0.003, 0.000, 0.000, 0.001, 0.000, 0.000, 0.000, 0.007, 0.004, 0.001, 0.000, 0.000, 0.000, 0.000, 0.003, -0.001, -0.001, 0.000, 0.000, 0.000, 0.000],
  "gap_ev": [5.431, 5.758],
  "total_charge": 1,
  "s_squared": 0.756,
  "spin_multiplicity": 2,
  "e_lumo_ev": [-5.3, -5.3]
}

***

{
  "formula": "C32H26N6PRuSe3Te",
  "method": "the ωB97M-V functional and the def2-TZVPD basis",
  "symbols": ["Ru", "N", "C", "N", "C", "N", "N", "C", "C", "C", "C", "C", "C", "N", "C", "C", "C", "C", "C", "C", "H", "H", "H", "H", "H", "H", "H", "H", "H", "H", "H", "Se", "Se", "Te", "Se", "N", "P", "C", "C", "C", "C", "C", "C", "C", "C", "C", "C", "C", "C", "C", "C", "C", "C", "C", "C", "H", "H", "H", "H", "H", "H", "H", "H", "H", "H", "H", "H", "H", "H", "H"],
  "xyz": [[-0.092, -1.822, 1.675], [-2.390, 0.668, 4.267], [-1.419, -0.129, 3.835], [-1.384, -0.521, 2.608], [-2.437, -0.186, 1.714], [-2.619, -0.855, 0.608], [-1.615, -1.738, 0.403], [-1.570, -2.564, -0.626], [-0.368, -3.318, -0.762], [-0.114, -4.110, -1.889], [1.055, -4.787, -1.945], [1.948, -4.715, -0.885], [1.694, -3.887, 0.147], [0.558, -3.130, 0.252], [-3.277, 0.931, 2.091], [-4.106, 1.613, 1.200], [-4.847, 2.695, 1.618], [-4.855, 3.043, 2.971], [-4.013, 2.441, 3.882], [-3.250, 1.370, 3.401], [-2.311, 0.972, 5.233], [-0.663, -0.501, 4.522], [-2.333, -2.582, -1.407], [-0.881, -4.239, -2.643], [1.271, -5.407, -2.783], [2.863, -5.335, -0.898], [2.378, -3.814, 1.011], [-4.119, 1.314, 0.142], [-5.501, 3.195, 0.902], [-5.427, 3.876, 3.301], [-3.915, 2.788, 4.907], [1.652, -1.937, 3.302], [-0.810, -2.526, 6.590], [-0.715, -4.414, 5.128], [-1.396, -3.808, 2.769], [0.738, -0.357, 0.641], [1.072, 0.386, -0.670], [1.291, -0.519, -2.256], [0.245, -0.814, -3.172], [0.501, -1.474, -4.339], [1.788, -1.964, -4.594], [2.814, -1.673, -3.733], [2.580, -0.934, -2.573], [-0.044, 1.786, -1.096], [-0.169, 2.358, -2.360], [-0.937, 3.506, -2.534], [-1.611, 4.059, -1.464], [-1.478, 3.493, -0.210], [-0.709, 2.383, -0.024], [2.645, 1.241, -0.418], [3.251, 2.016, -1.345], [4.432, 2.703, -1.039], [4.982, 2.585, 0.254], [4.400, 1.754, 1.208], [3.230, 1.114, 0.870], [-0.752, -0.450, -2.882], [-0.292, -1.700, -5.038], [1.911, -2.517, -5.524], [3.837, -1.980, -3.928], [3.455, -0.805, -1.885], [0.375, 1.830, -3.182], [-1.012, 3.993, -3.498], [-2.209, 4.930, -1.621], [-1.994, 3.955, 0.596], [-0.524, 1.931, 0.925], [2.821, 2.126, -2.317], [4.919, 3.304, -1.805], [5.862, 3.131, 0.572], [4.849, 1.604, 2.219], [2.740, 0.420, 1.581]],
  "forces_ev_per_a": [[1.46, 0.78, 0.38], [0.06, 0.82, 1.37], [0.03, -0.31, -0.64], [0.21, -0.29, -0.37], [-0.13, -0.29, -0.17], [0.79, 0.04, 0.29], [-0.99, 0.30, 0.24], [0.43, -0.53, -1.04], [-1.11, 1.51, 0.80], [-0.17, -0.32, 0.06], [-0.35, -0.18, -0.39], [1.61, -0.90, -0.26], [-0.39, 1.14, 1.99], [0.82, -1.83, -1.19], [-0.55, 0.18, -0.33], [0.23, -0.02, -0.98], [-0.64, -0.41, 0.20], [0.53, 0.44, -0.19], [0.24, -0.67, -0.70], [0.33, -0.09, 0.99], [-0.21, -0.08, -0.30], [-0.23, 0.18, 0.05], [0.07, 0.09, 0.34], [0.07, 0.23, -0.01], [0.15, -0.42, -0.52], [-0.60, 0.57, 0.12], [-0.41, 0.04, -0.62], [0.06, 0.06, 0.60], [0.21, 0.01, 0.28], [-0.53, 0.54, 0.15], [-0.14, -0.15, -0.12], [-0.56, -0.07, -0.48], [-0.02, 0.09, -0.07], [0.01, 0.11, -0.46], [0.18, 0.22, 0.11], [-0.64, -0.76, 0.62], [-0.41, 0.14, -0.49], [0.21, -0.07, -0.23], [-0.10, 1.13, 1.70], [0.20, -0.73, -0.14], [-0.72, 0.26, -0.74], [0.59, 0.07, 0.22], [0.64, -0.53, 0.60], [-0.21, 0.11, 0.07], [0.79, -0.94, -0.49], [0.15, -0.17, -0.40], [0.44, -0.38, -0.19], [-0.46, 0.54, -0.18], [0.84, -0.81, -0.42], [0.09, -0.77, 2.06], [1.21, 1.14, -0.53], [0.21, -0.18, 0.79], [0.01, 0.14, -0.45], [0.14, 0.10, 0.37], [-0.96, -1.17, -0.06], [0.33, -0.30, -0.44], [-0.10, 0.07, -0.01], [0.35, 0.04, 0.27], [-0.17, -0.16, -0.11], [-1.08, 0.20, -0.62], [-0.65, 0.92, 0.48], [0.03, -0.18, -0.12], [-0.31, 0.44, 0.04], [-0.31, 0.18, 0.74], [-0.25, -0.07, 0.78], [-0.16, 0.06, -0.58], [-0.10, -0.02, 0.27], [0.11, 0.08, -0.43], [-0.42, 0.27, -1.04], [0.23, 0.58, -0.48]],
  "nbo_charge": [0.538, -0.543, 0.365, -0.486, 0.299, -0.255, -0.288, -0.045, 0.137, -0.226, -0.161, -0.310, 0.085, -0.436, -0.057, -0.168, -0.227, -0.187, -0.234, 0.142, 0.418, 0.247, 0.208, 0.224, 0.214, 0.225, 0.213, 0.241, 0.223, 0.215, 0.221, 0.054, -0.486, 0.494, -0.434, -1.172, 1.790, -0.402, -0.184, -0.224, -0.209, -0.166, -0.198, -0.398, -0.137, -0.236, -0.199, -0.202, -0.189, -0.439, -0.128, -0.236, -0.194, -0.227, -0.165, 0.228, 0.217, 0.216, 0.210, 0.233, 0.215, 0.215, 0.213, 0.214, 0.228, 0.205, 0.216, 0.213, 0.222, 0.249],
  "gap_ev": [5.720, 5.746],
  "total_charge": 0,
  "s_squared": 8.813,
  "spin_multiplicity": 6,
  "e_lumo_ev": [0.2, -1.6]
}

***

Looking at electronic energy for the records above, in order, we have -101071.0421; -130303.2827; -257748.8094 eV.